Entry 1:
Formula: C6H11NO
Source: OMol25
Level of theory: ωB97M-V with the def2-TZVPD basis set

Computed properties:
- Molar mass: 113.16 g/mol
- <S²>: 0.7628
- 2S+1: 2
- Net charge: +1
- Electronic energy: -9927.9422 eV
- Lowest unoccupied orbital energy (alpha / beta): -4.368 / -7.561 eV
- Orbital gap (alpha / beta): 9.44 / 6.28 eV
- Max |F|: 0.037 Eh/bohr
- Energy above the lowest of the compared OMol25 structures with the same formula, charge and spin: 220.6 kJ/mol

```
19
C6H11NO, DFT ωB97M-V with the def2-TZVPD basis set
C 0.19 2.74 0.23
O -1.18 2.79 0.45
C 0.76 1.35 -0.10
C 0.26 0.36 0.99
C 0.19 -1.06 0.58
C -0.60 -1.46 -0.50
N -0.91 -2.76 -0.65
C -0.23 -3.73 -1.08
H 0.53 3.44 -0.53
H 0.69 3.09 1.15
H -1.67 2.55 -0.35
H 0.40 0.99 -1.07
H 1.83 1.48 -0.08
H -0.66 0.69 1.49
H 0.93 0.41 1.81
H 0.53 -1.76 1.33
H -1.17 -0.82 -1.16
H 0.77 -3.61 -1.50
H -0.67 -4.72 -1.02
```


Entry 2:
Formula: C2HBrClNO2
Source: OMol25
Level of theory: ωB97M-V with the def2-TZVPD basis set

Computed properties:
- Molar mass: 186.39 g/mol
- Electronic energy: -90237.7130 eV
- Lowest unoccupied orbital energy: 0.185 eV
- Orbital gap: 10.66 eV
- Max |F|: 0.057 Eh/bohr
- Energy above the lowest of the compared OMol25 structures with the same formula, charge and spin: 30.7 kJ/mol

```
8
C2HBrClNO2, DFT ωB97M-V with the def2-TZVPD basis set
C 0.02 -0.40 1.73
C -0.09 0.31 -1.58
N 0.39 -0.16 -0.51
O 0.74 -1.35 1.83
O -0.17 0.35 0.64
Cl -1.26 1.61 -1.79
Br 0.83 -0.37 -3.01
H -0.47 0.01 2.68
```


Entry 3:
Formula: C6H12O
Source: OMol25
Level of theory: ωB97M-V with the def2-TZVPD basis set

Computed properties:
- Molar mass: 100.16 g/mol
- Electronic energy: -8463.8500 eV
- Lowest unoccupied orbital energy: 1.111 eV
- Orbital gap: 10.70 eV
- Max |F|: 0.012 Eh/bohr
- Energy above the lowest of the compared OMol25 structures with the same formula, charge and spin: 48.6 kJ/mol
- Structure (SMILES): C[C@H]1CO[C@@H](C)C1

```
19
C6H12O, DFT ωB97M-V with the def2-TZVPD basis set
C -0.49 -1.98 -1.17
C 0.15 -1.16 -0.07
C 1.28 -0.28 -0.56
O 1.51 0.60 0.53
C 0.20 0.95 1.09
C -0.20 2.34 0.56
C -0.79 -0.16 0.66
H 0.10 -2.86 -1.48
H -0.64 -1.38 -2.08
H -1.46 -2.32 -0.81
H 0.61 -1.82 0.68
H 2.15 -0.91 -0.78
H 1.00 0.31 -1.45
H 0.37 0.97 2.17
H 0.60 3.05 0.79
H -1.15 2.71 0.98
H -0.32 2.30 -0.53
H -1.55 0.23 -0.03
H -1.37 -0.60 1.50
```


Entry 4:
Formula: C32H50Cl4F2O6
Source: OMol25
Level of theory: ωB97M-V with the def2-TZVPD basis set

Computed properties:
- Molar mass: 710.55 g/mol
- Electronic energy: -101801.7937 eV
- Lowest unoccupied orbital energy: -0.060 eV
- Orbital gap: 9.32 eV
- Max |F|: 0.060 Eh/bohr
- Structure (SMILES): Fc1ccccc1.Fc1ccccc1.CC(C)=O.CC(C)=O.CC(C)=O.CC(C)=O.CC(C)=O.CC(C)=O.ClCCl.ClCCl

```
94
C32H50Cl4F2O6, DFT ωB97M-V with the def2-TZVPD basis set
F 0.44 -1.20 -2.42
C 0.22 -2.46 -1.89
C 1.21 -3.44 -1.98
C 1.08 -4.69 -1.40
C -0.05 -5.00 -0.69
C -1.08 -4.06 -0.68
C -0.96 -2.79 -1.28
H 1.97 -3.19 -2.71
H 1.94 -5.32 -1.51
H -0.17 -5.99 -0.27
H -2.00 -4.35 -0.20
H -1.80 -2.11 -1.25
F 6.68 0.23 0.38
C 5.90 -0.88 0.48
C 4.52 -0.71 0.58
C 3.72 -1.87 0.72
C 4.34 -3.10 0.81
C 5.74 -3.26 0.77
C 6.52 -2.10 0.61
H 4.11 0.29 0.52
H 2.64 -1.87 0.76
H 3.66 -3.93 0.94
H 6.30 -4.18 0.87
H 7.59 -2.22 0.71
C -1.55 3.65 -2.84
C -2.66 4.73 -2.80
C -4.05 4.33 -2.28
O -2.43 5.86 -3.14
H -1.25 3.38 -1.82
H -0.60 3.93 -3.30
H -1.98 2.84 -3.42
H -3.99 4.17 -1.20
H -4.37 3.34 -2.62
H -4.79 5.12 -2.38
C 4.81 -0.66 -2.62
C 3.65 0.18 -3.24
C 2.56 0.74 -2.35
O 3.75 0.58 -4.40
H 5.36 -0.07 -1.89
H 5.52 -0.72 -3.44
H 4.48 -1.68 -2.45
H 1.69 1.05 -2.92
H 2.96 1.64 -1.88
H 2.39 -0.05 -1.62
C 1.76 0.31 4.08
C 2.01 -1.09 4.38
C 2.53 -1.48 5.80
O 1.75 -1.98 3.58
H 1.41 0.38 3.05
H 2.66 0.92 3.96
H 1.07 0.81 4.76
H 2.43 -0.72 6.56
H 3.58 -1.70 5.66
H 2.12 -2.33 6.35
C -4.03 -3.19 2.34
C -3.00 -2.12 2.83
C -1.66 -2.22 2.13
O -3.23 -1.18 3.56
H -4.84 -2.60 1.90
H -4.48 -3.53 3.27
H -3.66 -4.00 1.71
H -1.70 -1.48 1.33
H -1.30 -3.13 1.65
H -0.86 -1.84 2.77
C -5.25 1.19 -0.09
C -6.67 1.76 -0.25
C -6.99 2.34 -1.55
O -7.52 1.63 0.61
H -5.25 0.18 0.31
H -4.70 1.84 0.58
H -4.79 1.02 -1.07
H -6.16 2.81 -2.06
H -7.75 3.13 -1.47
H -7.48 1.62 -2.21
C 0.84 3.57 2.18
C 2.33 3.72 1.97
C 2.90 3.50 0.63
O 3.02 4.16 2.88
H 0.32 4.26 1.51
H 0.66 4.06 3.14
H 0.39 2.58 2.17
H 2.70 2.48 0.29
H 3.98 3.60 0.53
H 2.33 4.11 -0.06
Cl 0.80 0.43 0.64
C -0.79 0.80 0.11
Cl -1.94 1.22 1.47
H -0.82 1.53 -0.71
H -1.09 -0.12 -0.40
Cl -2.81 0.60 -5.48
C -3.65 0.03 -4.01
Cl -2.89 0.61 -2.56
H -4.67 0.40 -4.09
H -3.60 -1.06 -3.97
```


Entry 5:
Formula: C14H13F6N4O5S3Sr
Source: OMol25
Level of theory: ωB97M-V with the def2-TZVPD basis set

Computed properties:
- Molar mass: 615.09 g/mol
- Net charge: +1
- Electronic energy: -80570.2471 eV
- Lowest unoccupied orbital energy: -2.694 eV
- Orbital gap: 9.15 eV
- Max |F|: 0.038 Eh/bohr
- Energy above the lowest of the compared OMol25 structures with the same formula, charge and spin: 12.2 kJ/mol

```
46
C14H13F6N4O5S3Sr, DFT ωB97M-V with the def2-TZVPD basis set
Sr 1.81 0.61 0.39
F 6.41 -0.90 2.29
C 6.18 -0.76 1.01
F 7.03 0.11 0.48
F 6.27 -1.92 0.39
S 4.47 -0.09 0.78
O 4.22 0.03 -0.65
O 4.34 1.16 1.51
N 3.45 -1.16 1.31
S 2.81 -1.04 2.77
O 3.73 -1.02 3.85
O 1.74 -0.05 2.71
C 1.90 -2.64 2.77
F 1.18 -2.71 3.88
F 2.73 -3.66 2.70
F 1.08 -2.66 1.71
S -4.99 0.31 -1.82
C -3.32 0.29 -1.26
C -2.88 -0.43 -0.15
C -1.56 -0.34 0.21
N -0.66 0.41 -0.43
C -1.09 1.11 -1.49
C -2.39 1.08 -1.94
C -5.46 -1.37 -1.52
C -6.13 -1.73 -0.37
C -6.48 -3.07 -0.20
N -6.20 -4.02 -1.08
C -5.57 -3.65 -2.20
C -5.18 -2.35 -2.47
H -3.56 -1.05 0.42
H -1.20 -0.90 1.07
H -0.35 1.73 -2.00
H -2.68 1.65 -2.82
H -6.40 -0.99 0.38
H -7.00 -3.38 0.70
H -5.37 -4.44 -2.91
H -4.67 -2.11 -3.39
C 2.01 5.18 0.01
C 2.48 3.88 -0.57
N 3.66 3.86 -1.18
O 1.77 2.86 -0.50
H 2.82 5.86 0.25
H 1.41 4.99 0.89
H 1.36 5.66 -0.73
H 4.25 4.68 -1.21
H 4.01 3.00 -1.58
```


Entry 6:
Formula: C10H26O9V
Source: OMol25
Level of theory: ωB97M-V with the def2-TZVPD basis set

Computed properties:
- Molar mass: 341.25 g/mol
- Net charge: -1
- Electronic energy: -54901.2990 eV
- Lowest unoccupied orbital energy: 0.465 eV
- Orbital gap: 3.38 eV
- Max |F|: 0.112 Eh/bohr
- Energy above the lowest of the compared OMol25 structures with the same formula, charge and spin: 686.0 kJ/mol

```
46
C10H26O9V, DFT ωB97M-V with the def2-TZVPD basis set
O 0.50 0.25 -1.07
V 2.08 0.49 -0.71
O 2.95 -0.82 -0.53
C 3.76 4.62 -1.19
O 4.44 3.63 -1.52
O 2.73 4.50 -0.57
O 4.20 5.76 -1.32
O 2.37 -0.10 -4.74
H 1.89 -0.10 -5.56
H 3.27 0.11 -4.99
C -2.25 -2.54 3.20
C -1.19 -3.71 2.96
C -0.97 -4.21 1.47
O 0.07 -3.34 3.56
H -2.68 -2.58 4.21
H -3.01 -2.81 2.47
H -1.87 -1.58 2.85
H -1.60 -4.57 3.50
H -1.83 -4.10 0.81
H -0.69 -5.26 1.37
H -0.18 -3.61 1.02
H 0.61 -4.12 3.73
C 2.17 1.66 5.94
C 2.97 1.75 4.60
C 4.29 0.99 4.88
O 2.31 1.00 3.63
H 2.00 0.64 6.27
H 1.23 2.16 5.72
H 2.62 2.25 6.75
H 3.17 2.76 4.22
H 4.86 1.03 3.95
H 4.08 -0.08 4.99
H 4.98 1.32 5.66
H 2.22 0.11 3.98
C -3.88 -0.50 -5.25
C -4.43 0.65 -6.07
C -4.03 2.02 -5.61
O -4.03 0.31 -7.37
H -4.40 -0.63 -4.30
H -2.81 -0.38 -5.09
H -4.09 -1.46 -5.71
H -5.49 0.57 -5.84
H -3.13 2.41 -6.08
H -3.84 1.91 -4.54
H -4.83 2.75 -5.75
H -4.55 0.87 -7.95
```